# 1
An isolated molecule of C2BrClFIO in a non-equilibrium geometry, computed with ωB97M-V with the def2-TZVPD basis set.

The relative energy (zero: lowest compared OMol25 entry of this formula, charge and spin) is 2.346 eV. The value obtained for the highest occupied orbital energy (alpha / beta) is -0.3607 / -0.3258 Ha. The total energy is -3583.11566 hartree. The LUMO energy (alpha / beta) comes out at -2.26 / -2.50 eV. The charge is 0. The frontier orbital gap (alpha / beta) is 0.278 / 0.234 Eh.

Each line ends with the Mulliken charge.
Geometry (Å):
C: 0.054 -1.123 -0.338  0.65
C: 0.443 0.267 -0.315  -0.03
O: -0.541 -1.656 0.557  -0.46
F: 1.261 0.843 -1.154  -0.18
Cl: 0.272 -1.697 -1.978  -0.16
Br: -1.895 2.330 1.651  -0.26
I: 0.406 1.036 1.577  0.43

***

# 2
A 2-piece molecular cluster, C2BrClN2S overall in a non-equilibrium geometry, computed with ωB97M-V with the def2-TZVPD basis set.

The relative energy (zero: lowest compared OMol25 entry of this formula, charge and spin) is 3.444 eV. As for the SMILES: [S-][N+]#CBr.N#CCl. The value obtained for the highest occupied orbital energy (alpha / beta) is -0.3274 / -0.3273 Ha. The total energy is -3617.98037 hartree. The LUMO energy (alpha / beta) comes out at -1.49 / -1.50 eV. The charge is 0. The frontier orbital gap (alpha / beta) is 0.272 / 0.272 Eh.

Each line ends with the Mulliken charge.
Geometry (Å):
S: 0.749 2.378 -0.159  -0.06
N: -0.377 1.335 -0.117  -0.12
C: -0.914 0.263 -0.041  0.19
Br: -2.735 -0.242 0.029  -0.05
N: 1.811 -0.194 0.314  -0.43
C: 1.114 -1.092 0.107  0.58
Cl: 0.351 -2.449 -0.134  -0.11

***

# 3
An isolated molecule of C2BrF3S in a non-equilibrium geometry, computed with ωB97M-V with the def2-TZVPD basis set.

The relative energy (zero: lowest compared OMol25 entry of this formula, charge and spin) is 2.882 eV. As for the SMILES: FSC(Br)=C(F)F. The value obtained for the highest occupied orbital energy is -0.3441 Ha. The total energy is -3347.86834 hartree. The LUMO energy comes out at -0.90 eV. The charge is 0. The frontier orbital gap is 0.311 Eh.

Each line ends with the Mulliken charge.
Geometry (Å):
F: -0.584 -0.398 -2.110  -0.26
S: -0.279 -1.506 -0.871  0.10
C: 0.645 -0.184 0.096  -0.04
Br: 2.403 0.395 0.274  -0.05
C: -0.303 0.310 0.900  0.59
F: -1.508 -0.202 0.496  -0.17
F: -0.373 1.584 1.215  -0.17

***

# 4
C2BrNO2 as an isolated structure in a non-equilibrium geometry, computed with ωB97M-V with the def2-TZVPD basis set.

The relative energy (zero: lowest compared OMol25 entry of this formula, charge and spin) is 5.174 eV. The value obtained for the highest occupied orbital energy (alpha / beta) is -0.3579 / -0.3425 Ha. The total energy is -2855.22176 hartree. The LUMO energy (alpha / beta) comes out at -2.16 / -2.55 eV. The charge is 0. The frontier orbital gap (alpha / beta) is 0.279 / 0.249 Eh.

Each line ends with the Mulliken charge.
Geometry (Å):
C: 0.590 0.970 -0.186  0.42
C: -1.854 -0.370 0.594  -0.17
N: -0.938 -0.869 0.016  0.35
O: 0.378 2.102 -0.087  -0.20
O: -0.045 -1.603 -0.419  -0.60
Br: 1.868 -0.231 0.082  0.18

***

# 5
C2BrNO2 as an isolated structure in a non-equilibrium geometry, computed with ωB97M-V with the def2-TZVPD basis set.

The expectation value of S² is 2.0132. The value obtained for the highest occupied orbital energy (alpha / beta) is -0.3030 / -0.4029 Ha. The total energy is -2855.18914 hartree. Its spin multiplicity is 3. The LUMO energy (alpha / beta) comes out at 0.46 / -3.36 eV. The charge is 0. The frontier orbital gap (alpha / beta) is 0.320 / 0.279 Eh.

Each line ends with the Mulliken charge.
Geometry (Å):
C: -1.124 -0.152 -0.538  0.31
C: 0.867 0.088 1.549  -0.07
N: 1.067 0.189 0.377  0.36
O: -2.049 -0.635 -0.041  -0.26
O: 1.446 0.498 -0.757  -0.38
Br: -0.676 1.079 -1.734  0.04

***

# 6
A 2-piece molecular cluster, C2BrO4 overall in a non-equilibrium geometry, computed with ωB97M-V with the def2-TZVPD basis set.

The relative energy (zero: lowest compared OMol25 entry of this formula, charge and spin) is 0.483 eV. The value obtained for the highest occupied orbital energy is -0.1799 Ha. The total energy is -2951.33393 hartree. The LUMO energy comes out at 3.68 eV. The charge is -1. The frontier orbital gap is 0.315 Eh.

Each line ends with the Mulliken charge.
Geometry (Å):
C: 1.534 -0.705 -0.618  0.79
C: -1.420 0.289 0.630  0.71
O: 2.076 -0.210 0.283  -0.39
O: 1.167 -1.348 -1.514  -0.44
O: -2.456 0.782 0.861  -0.47
O: -0.646 -0.745 0.637  -0.61
Br: -0.256 1.937 -0.279  -0.60

***

# 7
A 2-piece molecular cluster, C2Cl8 overall, computed with ωB97M-V with the def2-TZVPD basis set.

The relative energy (zero: lowest compared OMol25 entry of this formula, charge and spin) is 0.000 eV. As for the SMILES: ClC(Cl)(Cl)Cl.ClC(Cl)(Cl)Cl. The value obtained for the highest occupied orbital energy is -0.4109 Ha. The total energy is -3757.71500 hartree. The LUMO energy comes out at 0.23 eV. The charge is 0. The frontier orbital gap is 0.419 Eh.

Each line ends with the Mulliken charge.
Geometry (Å):
Cl: -16.816 17.832 -21.686  -0.09
C: -17.667 19.281 -21.200  0.39
Cl: -16.711 20.717 -21.642  -0.10
Cl: -19.230 19.381 -22.027  -0.10
Cl: -17.920 19.282 -19.454  -0.10
Cl: -13.120 16.266 -17.623  -0.10
C: -14.505 17.071 -16.906  0.33
Cl: -15.300 15.990 -15.744  -0.10
Cl: -14.014 18.534 -16.061  -0.10
Cl: -15.662 17.484 -18.188  -0.02

***

# 8
An isolated molecule of C2ClF3O3S in a non-equilibrium geometry, computed with ωB97M-V with the def2-TZVPD basis set.

The relative energy (zero: lowest compared OMol25 entry of this formula, charge and spin) is 0.220 eV. The value obtained for the highest occupied orbital energy is -0.4248 Ha. The total energy is -1459.89730 hartree. The LUMO energy comes out at -0.32 eV. The charge is 0. The frontier orbital gap is 0.413 Eh.

Each line ends with the Mulliken charge.
Geometry (Å):
C: 0.307 0.446 0.455  0.35
C: -0.791 0.129 1.498  0.79
O: 2.041 -1.163 -2.056  -0.36
O: 0.085 -0.195 -0.668  -0.35
O: 1.185 1.231 0.652  -0.50
F: -0.178 -0.697 -3.010  -0.22
F: -0.436 0.530 2.721  -0.20
F: -1.066 -1.178 1.576  -0.19
S: 1.102 -0.121 -2.150  0.81
Cl: -2.249 1.017 0.980  -0.14

***

# 9
An isolated ion of composition C2ClN2O2S2 and charge -1 in a non-equilibrium geometry, computed with ωB97M-V with the def2-TZVPD basis set.

The expectation value of S² is 2.0376. The value obtained for the highest occupied orbital energy (alpha / beta) is -0.0940 / -0.1609 Ha. The total energy is -1592.63832 hartree. Its spin multiplicity is 3. The LUMO energy (alpha / beta) comes out at 2.69 / -0.34 eV. The charge is -1. The frontier orbital gap (alpha / beta) is 0.193 / 0.148 Eh.

Each line ends with the Mulliken charge.
Geometry (Å):
C: 0.786 -0.230 1.304  -0.24
C: -2.406 -0.300 0.064  0.52
N: -0.229 -0.442 0.713  0.57
N: -1.404 -0.870 0.561  -0.78
O: 1.828 1.000 -0.656  -0.57
O: 3.584 -0.015 0.866  -0.57
S: -3.942 -0.770 -0.139  -0.15
S: 2.320 -0.189 0.106  0.49
Cl: -2.119 1.527 -0.508  -0.26